(one)
Molecular formula: C3H10N2S
Method: DFT, ωB97M-V/def2-TZVPD

Results
Gap between HOMO and LUMO = 0.3004 Eh
E_HOMO = -7.52 eV
Charge = 0

Each line ends with the natural charge from an NBO analysis.
Cartesian coordinates (Å):
C  1.131  1.721  -0.294  -0.41
N  0.403  0.600  0.283  -0.55
C  0.865  0.028  1.335  0.35
N  0.274  -1.020  1.914  -0.79
H  0.429  2.509  -0.540  0.21
H  1.704  1.411  -1.163  0.20
H  1.842  2.115  0.440  0.18
H  -0.857  0.332  0.095  0.31
H  1.801  0.362  1.785  0.17
H  -0.524  -1.415  1.420  0.43
H  0.600  -1.377  2.794  0.40
C  -1.466  -1.088  -1.759  -0.72
S  -2.142  -0.670  -0.114  -0.40
H  -0.385  -1.192  -1.682  0.19
H  -1.924  -2.022  -2.071  0.21
H  -1.753  -0.294  -2.443  0.20

---

(two)
Molecular formula: C3H10N2S
Method: DFT, ωB97M-V/def2-TZVPD

Results
Gap between HOMO and LUMO = 0.2767 Eh
E_HOMO = -7.10 eV
Charge = 0

Each line ends with the natural charge from an NBO analysis.
Cartesian coordinates (Å):
C  1.940  -1.509  -1.486  -0.60
C  0.428  -1.657  -1.323  -0.52
S  -0.226  -1.007  0.202  -0.50
H  2.251  -1.680  -2.520  0.20
H  2.275  -0.519  -1.170  0.19
H  2.467  -2.229  -0.855  0.20
H  -0.020  -1.022  -2.103  0.18
H  0.194  -2.676  -1.638  0.20
N  -1.852  1.628  0.629  -0.77
C  -0.743  2.274  0.916  0.36
N  0.351  1.617  1.081  -0.75
H  -1.782  0.629  0.399  0.44
H  -2.758  2.026  0.417  0.41
H  -0.724  3.354  0.991  0.19
H  1.212  2.146  1.104  0.39
H  0.523  0.534  0.702  0.37

---

It is (two) that is the least stable of them.

---

(one)
Molecular formula: C3H10N2S
Method: DFT, ωB97M-V/def2-TZVPD

Results
Gap between HOMO and LUMO = 0.3626 Eh
E_HOMO = -9.02 eV
Charge = 0

Each line ends with the natural charge from an NBO analysis.
Cartesian coordinates (Å):
H  -1.066  -2.184  -0.420  0.35
N  -0.445  -2.574  -1.117  -0.73
C  0.719  -2.848  -0.688  0.28
N  1.786  -3.046  -1.513  -0.81
H  0.989  -2.954  0.369  0.14
H  1.779  -2.692  -2.450  0.39
H  2.654  -2.823  -1.072  0.37
C  0.033  2.493  0.982  -0.62
C  -1.430  2.206  1.093  -0.50
S  -1.987  0.987  -0.175  -0.07
H  0.348  2.653  -0.054  0.21
H  0.646  1.647  1.318  0.21
H  0.381  3.408  1.473  0.22
H  -1.958  3.139  0.909  0.21
H  -1.719  1.743  2.033  0.22
H  -0.731  0.845  -0.688  0.13

---

(two)
Molecular formula: C3H10N2S
Method: DFT, ωB97M-V/def2-TZVPD

Results
Gap between HOMO and LUMO = 0.3395 Eh
E_HOMO = -8.27 eV
Charge = 0

Each line ends with the natural charge from an NBO analysis.
Cartesian coordinates (Å):
N  -0.373  0.995  -2.003  -0.91
C  0.072  1.593  -0.696  -0.05
N  1.036  0.673  -0.070  -0.65
C  0.682  -0.273  0.984  -0.22
C  -0.358  -1.364  0.585  -0.61
S  -1.632  -1.818  1.661  0.00
H  -0.334  1.735  -2.679  0.39
H  -0.993  0.226  -1.876  0.38
H  -0.776  1.557  -0.003  0.17
H  0.553  2.555  -0.888  0.19
H  1.664  0.300  -0.763  0.37
H  0.330  0.162  1.915  0.19
H  1.636  -0.776  1.191  0.20
H  0.227  -2.263  0.275  0.21
H  -0.715  -1.055  -0.401  0.23
H  -1.018  -2.246  2.767  0.12

---

It is (two) that is the least stable of them.